Record 1
99
Properties=species:S:1:pos:R:3:mulliken_charge:R:1 method="wB97M-V/def2-TZVPD" total_charge=+1 e_tot_ev=-221325.301
C 4.073 -2.217 1.608 -1.367
C 3.709 -1.080 0.633 -0.030
N 2.326 -0.612 0.841 -0.561
N 1.546 -0.361 -0.345 0.979
C 2.233 0.620 -1.233 -1.743
C 2.666 1.934 -0.550 -1.324
C 4.151 2.266 -0.735 -1.321
C 4.501 2.896 -2.079 0.815
F 5.663 3.590 -1.947 -0.317
F 3.536 3.770 -2.486 -0.302
C 4.718 1.901 -3.256 0.674
F 3.532 1.531 -3.765 -0.248
F 5.328 0.785 -2.829 -0.256
F 5.436 2.434 -4.216 -0.260
C 0.173 0.092 0.138 -0.912
C -0.422 1.308 -0.560 -0.561
C -1.887 1.497 -0.128 0.387
F -2.415 0.322 0.361 -0.353
Br -2.009 2.832 1.287 -0.029
C -2.794 1.915 -1.309 0.367
F -4.038 2.151 -0.884 -0.151
F -2.837 0.862 -2.166 -0.206
Br -2.125 3.463 -2.253 -0.054
P 1.400 -1.944 -1.379 0.403
C -0.117 -1.755 -2.380 -0.206
C 0.147 -2.401 -3.767 -1.086
C 1.105 -3.285 -0.186 -0.378
C 0.026 -3.185 0.904 -1.280
H 4.386 -3.111 1.067 0.313
H 4.875 -1.912 2.282 0.362
H 3.223 -2.497 2.237 0.376
H 3.889 -1.391 -0.399 0.135
H 4.377 -0.235 0.828 0.256
H 1.805 -1.260 1.419 0.202
H 1.585 0.796 -2.093 0.774
H 3.104 0.105 -1.645 1.128
H 2.417 1.904 0.513 0.687
H 2.082 2.750 -0.983 0.651
H 4.756 1.364 -0.623 0.248
H 4.497 2.966 0.031 0.408
H 0.269 0.315 1.206 0.318
H -0.514 -0.748 0.062 0.100
H 0.122 2.215 -0.298 0.645
H -0.388 1.244 -1.651 0.246
H -0.392 -0.706 -2.505 -0.030
H -0.979 -2.250 -1.918 0.488
H -0.685 -3.041 -4.054 0.339
H 0.303 -1.630 -4.524 0.395
H 1.057 -3.011 -3.763 0.223
H 2.084 -3.543 0.230 0.290
H 0.847 -4.112 -0.865 0.645
H 0.389 -2.688 1.808 0.343
H -0.274 -4.190 1.215 0.448
H -0.880 -2.690 0.547 0.259
C 0.799 7.908 5.116 -1.072
C 0.016 6.946 5.981 -0.179
O -1.402 7.130 5.831 -0.365
C -1.945 6.579 4.752 0.804
O -1.370 5.920 3.921 -0.564
O -3.243 6.871 4.747 -0.338
C -3.969 6.375 3.621 -0.556
H 0.494 8.935 5.319 0.295
H 1.865 7.814 5.325 0.354
H 0.634 7.705 4.059 0.298
H 0.205 7.131 7.036 0.297
H 0.271 5.910 5.764 0.297
H -3.813 5.304 3.502 0.215
H -3.665 6.896 2.714 0.290
H -5.014 6.576 3.831 0.224
C -6.251 0.729 0.703 -0.803
C -7.532 1.511 0.896 -0.395
O -8.639 0.892 0.226 -0.361
C -9.178 -0.147 0.865 0.792
O -8.829 -0.578 1.933 -0.556
O -10.172 -0.620 0.120 -0.347
C -10.834 -1.765 0.668 -0.635
H -6.060 0.572 -0.358 0.267
H -5.413 1.270 1.142 0.205
H -6.321 -0.247 1.184 0.390
H -7.454 2.499 0.446 0.314
H -7.767 1.635 1.952 0.327
H -11.161 -1.571 1.687 0.302
H -10.171 -2.629 0.652 0.292
H -11.692 -1.945 0.028 0.222
C 4.841 -8.745 -3.309 -1.100
C 4.480 -8.205 -1.944 -0.169
O 5.049 -6.897 -1.722 -0.375
C 4.402 -5.888 -2.280 0.773
O 3.372 -5.943 -2.903 -0.570
O 5.074 -4.760 -2.016 -0.382
C 4.521 -3.604 -2.644 -0.184
H 5.922 -8.739 -3.446 0.303
H 4.482 -9.769 -3.409 0.359
H 4.391 -8.144 -4.098 0.313
H 4.904 -8.823 -1.155 0.294
H 3.402 -8.158 -1.801 0.305
H 3.457 -3.531 -2.443 -0.047
H 4.694 -3.625 -3.719 0.430
H 5.038 -2.747 -2.217 0.112

=====

Record 2
86
Properties=species:S:1:pos:R:3:mulliken_charge:R:1 method="wB97M-V/def2-TZVPD" total_charge=+1 e_tot_ev=-66613.385 smiles="C#C[N@@+]1(CN)[C@](C)(F)[C@@H]([C@@H](Cl)CC)N[C@@](C)(CCCCCCCCOC(C)=O)[C@@]1(NCC)[C@H](Cl)CC"
C -0.818 -2.839 -0.216 -0.363
C -0.269 -2.180 -1.075 -0.355
N 0.399 -1.343 -2.114 1.025
C 1.671 -2.137 -2.285 -0.235
N 2.702 -1.780 -3.219 -0.449
C -0.537 -1.510 -3.300 1.269
C -1.307 -2.924 -3.341 -1.528
F 0.154 -1.568 -4.568 -0.407
C -1.611 -0.362 -3.507 -0.638
C -2.836 -0.683 -4.441 0.230
Cl -4.038 0.731 -4.534 -0.173
C -2.483 -0.973 -5.973 -0.580
C -1.495 0.082 -6.643 -0.878
N -2.008 0.087 -2.176 -0.221
C -0.918 0.699 -1.345 0.202
C -1.091 2.273 -1.689 -1.420
C -1.502 0.626 0.143 -1.225
C -1.115 1.815 1.135 -0.406
C -1.040 1.281 2.665 -0.119
C -2.014 2.041 3.653 -0.947
C -1.582 1.576 5.144 -0.472
C -0.324 2.372 5.710 -0.845
C 1.051 1.588 5.638 -0.384
C 1.122 0.275 6.523 -0.610
O 1.192 -0.852 5.582 -0.124
C 1.373 -2.073 6.262 0.505
C 0.098 -2.678 6.995 -0.739
O 2.426 -2.682 6.277 -0.524
C 0.563 0.102 -1.618 -0.532
N 1.140 0.821 -2.739 0.387
C 1.806 2.097 -2.748 -0.591
C 3.145 1.994 -3.657 -1.163
C 1.522 0.315 -0.371 -0.121
Cl 3.350 0.194 -0.730 -0.120
C 1.378 -0.426 1.017 0.275
C 2.616 -1.352 1.502 -1.289
H -1.029 -3.488 0.676 0.475
H 1.346 -3.208 -2.522 0.488
H 2.122 -2.249 -1.235 0.110
H 3.053 -0.828 -3.240 0.141
H 3.462 -2.472 -3.148 0.317
H -1.639 -3.073 -4.424 0.349
H -0.641 -3.814 -3.154 0.351
H -2.268 -2.918 -2.749 0.362
H -1.062 0.510 -4.015 -0.419
H -3.487 -1.549 -4.089 0.365
H -3.474 -0.870 -6.531 0.552
H -2.124 -2.021 -6.182 0.179
H -1.841 0.343 -7.686 0.357
H -0.456 -0.369 -6.717 0.185
H -1.414 1.047 -6.040 0.214
H -2.782 0.752 -2.137 0.729
H -0.293 2.924 -1.229 0.331
H -1.033 2.396 -2.818 0.227
H -2.088 2.644 -1.307 0.410
H -1.397 -0.368 0.662 0.140
H -2.637 0.741 0.024 0.590
H -0.186 2.395 0.881 0.211
H -1.963 2.581 1.151 0.602
H 0.019 1.542 3.003 -0.498
H -1.142 0.156 2.718 0.383
H -1.921 3.166 3.643 0.322
H -3.109 1.766 3.511 0.375
H -2.462 1.705 5.842 0.382
H -1.392 0.452 5.043 0.234
H -0.276 3.380 5.197 0.357
H -0.531 2.551 6.820 0.377
H 1.396 1.314 4.599 0.051
H 1.848 2.297 6.051 0.401
H 0.297 0.169 7.286 0.388
H 2.139 0.289 7.045 0.350
H -0.493 -1.805 7.401 0.244
H -0.516 -3.237 6.223 0.237
H 0.431 -3.351 7.836 0.298
H 1.329 0.342 -3.611 0.526
H 1.168 2.874 -3.301 0.518
H 2.141 2.604 -1.802 0.211
H 3.284 3.045 -4.084 0.417
H 3.016 1.312 -4.547 0.324
H 4.063 1.793 -3.034 0.218
H 1.423 1.428 -0.128 0.688
H 1.360 0.363 1.846 -0.416
H 0.473 -1.051 1.220 -0.030
H 2.188 -1.918 2.402 0.334
H 3.471 -0.753 1.927 0.358
H 2.907 -2.149 0.765 0.251

=====

Record 3
80
Properties=species:S:1:pos:R:3:mulliken_charge:R:1 method="wB97M-V/def2-TZVPD" multiplicity=5 total_charge=+1 e_tot_ev=-85001.222
Co 0.493 -0.304 -1.135 -0.767
C -0.702 1.515 0.189 0.493
C -1.371 0.289 -0.271 1.591
C -0.417 -0.087 1.823 0.935
C -0.151 1.260 1.463 0.842
C -1.130 -0.709 0.772 0.982
C -0.867 2.873 -0.388 -2.071
H -1.463 2.873 -1.304 0.296
H 0.111 3.331 -0.612 0.340
H -1.378 3.539 0.327 0.575
C 0.421 2.288 2.374 -2.010
H 0.242 3.298 1.991 0.452
H 1.507 2.177 2.491 0.208
H -0.025 2.221 3.373 0.396
C -0.189 -0.680 3.160 -1.847
H -0.743 -0.133 3.941 0.364
H 0.868 -0.659 3.449 0.211
H -0.514 -1.724 3.191 0.435
C -1.835 -2.011 0.895 -2.119
H -2.491 -2.021 1.780 0.490
H -1.117 -2.835 1.017 0.444
H -2.469 -2.219 0.027 0.309
C -2.615 0.264 -1.097 -1.752
H -3.493 0.150 -0.440 0.359
H -2.615 -0.582 -1.791 0.127
H -2.757 1.194 -1.654 0.603
C 2.340 -0.404 -5.115 -0.294
C 1.321 0.417 -5.460 -0.426
C 0.272 0.081 -6.481 -1.045
C -0.174 -1.395 -6.528 -1.155
C -0.217 -2.089 -5.196 0.065
C 0.761 -2.896 -4.705 -0.482
C 2.172 -2.951 -5.197 -1.008
C 2.691 -1.656 -5.861 -1.434
H 0.621 0.363 -7.490 0.406
H 0.429 -1.948 -7.262 0.332
H -0.612 0.713 -6.306 0.385
H 2.366 -1.611 -6.912 0.260
H 3.087 -0.088 -4.375 0.692
H 1.368 1.490 -5.240 0.891
H 3.788 -1.734 -5.907 0.525
H 2.833 -3.213 -4.358 0.281
H 0.495 -3.763 -4.090 1.215
H 2.284 -3.776 -5.922 0.468
H -1.196 -1.405 -6.939 0.470
H -1.214 -2.100 -4.743 0.288
P 0.792 1.185 -2.588 0.734
C 2.242 2.190 -2.974 -1.227
C -0.645 1.619 -3.607 -0.872
P 0.179 -2.340 -1.745 0.642
C 0.933 -0.857 -2.854 0.128
C -1.387 -2.984 -2.410 -1.591
C 1.410 -3.672 -1.642 -1.336
H 2.932 2.172 -2.121 -0.075
H 1.923 3.233 -3.121 0.450
H 2.784 1.847 -3.862 0.472
H -0.791 0.897 -4.412 -0.193
H -0.504 2.616 -4.040 0.454
H -1.551 1.627 -3.001 0.133
H 1.847 -3.916 -2.618 0.340
H 0.921 -4.564 -1.226 0.476
H 2.215 -3.380 -0.957 0.271
H 1.964 -1.139 -3.070 0.947
H 0.328 -0.836 -3.758 0.263
H -1.949 -3.420 -1.573 0.499
H -1.219 -3.773 -3.152 0.532
H -1.996 -2.193 -2.863 0.089
C 3.256 1.503 0.371 -1.433
C 3.216 0.015 0.716 0.803
C 3.088 -0.196 2.227 -1.570
C 2.221 -0.818 -0.139 -1.842
H 2.243 1.929 0.287 0.238
H 3.787 1.661 -0.577 0.158
H 3.797 2.070 1.146 0.471
H 4.216 -0.381 0.456 0.584
H 2.311 0.439 2.661 0.042
H 2.866 -1.241 2.469 0.369
H 4.031 0.070 2.721 0.522
H 1.846 -1.648 0.491 0.667
H 2.823 -1.272 -0.948 0.536

=====

Record 4
85
Properties=species:S:1:pos:R:3:mulliken_charge:R:1 method="wB97M-V/def2-TZVPD" total_charge=+1 e_tot_ev=-51403.095
C -1.075 3.240 -5.479 -0.942
C -0.514 1.721 -5.220 0.422
C 1.073 1.424 -5.502 -0.634
C 1.631 -0.086 -5.197 -0.427
C 0.666 -1.329 -4.643 0.405
C 1.406 -2.779 -4.445 0.513
C 2.499 -2.782 -3.188 -0.874
C 2.221 -3.192 -5.839 -1.112
C -0.959 -1.048 -4.367 0.241
O -1.812 -2.155 -3.910 -0.300
C -2.577 -1.818 -2.701 -0.531
P -1.826 -2.440 -1.059 0.912
F -2.723 -1.597 0.237 -0.378
C -2.157 -4.325 -0.731 -0.659
C -1.613 -5.300 -1.935 -0.361
C -0.253 -6.082 -1.430 -0.568
C 0.964 -5.096 -0.948 0.436
N 1.468 -5.337 0.458 0.305
C 0.898 -4.624 1.667 -0.100
C 1.830 -5.214 2.880 -0.491
C 2.904 -6.292 2.213 -0.403
C 2.617 -6.353 0.598 -0.309
C -1.464 0.493 -4.693 -0.518
H -1.951 3.430 -4.711 0.299
H -1.349 3.483 -6.590 0.266
H -0.197 3.980 -5.160 0.300
H 1.777 2.270 -5.912 0.278
H 2.776 -0.319 -5.419 0.203
H 0.619 -3.663 -4.287 -0.026
H 3.285 -1.912 -3.263 0.357
H 3.125 -3.786 -3.135 0.250
H 1.876 -2.604 -2.203 0.089
H 1.485 -3.483 -6.716 0.320
H 2.905 -2.335 -6.248 0.218
H 2.927 -4.137 -5.685 0.330
H -3.631 -2.368 -2.814 0.358
H -2.824 -0.683 -2.563 0.388
H -0.443 -2.063 -0.869 0.133
H -1.641 -4.565 0.307 0.223
H -3.324 -4.531 -0.591 0.433
H -2.480 -6.094 -2.132 0.351
H -1.442 -4.608 -2.879 0.142
H 0.148 -6.691 -2.361 0.302
H -0.477 -6.841 -0.541 0.327
H 0.637 -3.952 -0.990 -0.770
H 1.873 -5.178 -1.712 0.188
H 0.041 -3.826 1.768 0.198
H 1.767 -4.912 4.020 0.285
H 3.756 -6.918 2.726 0.303
H 3.139 -6.979 -0.245 0.315
H -2.609 0.712 -4.505 0.316
C -3.447 2.020 1.791 -1.388
C -2.341 2.870 2.412 0.378
C -0.990 2.130 2.547 -0.301
O -0.940 1.180 3.615 -0.410
C -1.548 -0.066 3.320 -0.514
N -2.806 3.382 3.712 -0.697
H -3.876 1.301 2.494 0.277
H -4.271 2.659 1.453 0.388
H -3.077 1.471 0.920 0.238
H -2.181 3.726 1.746 0.414
H -0.220 2.876 2.780 0.054
H -0.692 1.664 1.601 0.323
H -1.416 -0.355 2.273 0.103
H -2.609 -0.033 3.577 0.230
H -1.086 -0.831 3.951 0.339
H -2.107 4.032 4.074 0.258
H -2.777 2.601 4.373 0.344
C 2.968 6.442 5.028 -1.457
C 1.914 5.405 4.646 0.385
C 0.829 5.946 3.687 -0.116
O -0.144 6.790 4.310 -0.389
C 0.284 8.126 4.516 -0.659
N 1.320 4.854 5.875 -0.715
H 2.612 7.152 5.781 0.285
H 3.849 5.948 5.453 0.364
H 3.297 7.007 4.151 0.342
H 2.436 4.593 4.126 0.401
H 0.267 5.088 3.297 -0.299
H 1.273 6.445 2.818 0.449
H 0.938 8.480 3.713 0.306
H 0.785 8.212 5.482 0.226
H -0.600 8.768 4.550 0.263
H 0.693 4.090 5.620 0.241
H 0.690 5.567 6.253 0.337

=====

Record 5
85
Properties=species:S:1:pos:R:3:mulliken_charge:R:1 method="wB97M-V/def2-TZVPD" total_charge=0 e_tot_ev=-40665.381 smiles=CCCCCCCCC[C@](CCCN)(O[C@H](CCCC)COc1ccccc1)[C@@H](N)B(O)OC
C 7.671 2.479 -0.194 -1.009
C 7.612 1.281 0.905 -0.477
C 6.040 0.849 1.018 -0.229
C 5.925 -0.643 0.430 -0.690
C 4.564 -1.333 1.020 -0.566
C 3.494 -1.603 -0.181 -0.562
C 2.100 -0.848 0.175 -1.108
C 0.897 -1.251 -0.847 0.856
C -0.216 -2.031 0.000 -1.739
C -1.683 -2.057 -0.650 2.031
C -1.512 -2.658 -2.164 -1.253
C -1.347 -1.528 -3.284 -0.163
C -2.712 -1.062 -3.991 -0.670
N -3.915 -1.886 -3.647 -0.503
O -2.312 -0.764 -0.812 0.484
C -2.211 0.072 0.359 0.976
C -3.669 0.785 0.518 -0.459
C -3.807 1.661 1.854 -0.955
C -3.467 0.884 3.219 0.003
C -2.101 1.520 3.853 -0.965
C -1.173 1.282 0.105 -1.256
O -1.111 1.667 -1.321 -0.282
C -0.179 2.779 -1.311 0.189
C 1.323 2.457 -1.472 0.161
C 2.359 3.639 -1.418 -0.730
C 1.815 5.067 -1.208 -0.410
C 0.305 5.378 -1.092 -0.505
C -0.718 4.222 -1.144 -0.347
C -2.553 -3.158 0.159 -1.318
N -2.122 -3.390 1.576 -0.491
B -4.163 -2.922 0.149 0.119
O -4.927 -2.226 -0.846 -0.433
O -4.925 -3.523 1.245 -0.414
C -5.260 -2.535 2.254 -0.316
H 8.746 2.855 -0.286 0.346
H 7.250 2.076 -1.178 0.248
H 7.040 3.339 0.217 0.256
H 7.949 1.642 1.946 0.280
H 8.215 0.381 0.531 0.301
H 5.695 0.896 2.115 0.360
H 5.378 1.540 0.369 -0.088
H 6.824 -1.292 0.709 0.421
H 5.911 -0.557 -0.708 0.258
H 4.821 -2.355 1.490 0.354
H 4.143 -0.615 1.816 0.320
H 3.886 -1.102 -1.131 0.239
H 3.304 -2.727 -0.322 0.273
H 2.325 0.272 0.160 0.227
H 1.863 -1.123 1.267 0.401
H 1.369 -1.938 -1.642 0.718
H 0.550 -0.279 -1.326 -0.814
H 0.131 -3.133 0.057 0.345
H -0.207 -1.659 1.087 0.292
H -2.302 -3.451 -2.410 0.528
H -0.508 -3.235 -2.128 0.350
H -0.798 -0.589 -2.948 -0.124
H -0.693 -1.993 -4.120 0.535
H -2.895 0.033 -3.693 0.100
H -2.595 -1.080 -5.143 0.331
H -4.422 -2.088 -4.523 0.278
H -4.550 -1.232 -3.145 0.134
H -2.039 -0.479 1.340 -0.455
H -3.904 1.478 -0.364 0.313
H -4.519 0.002 0.556 0.184
H -4.895 2.042 1.953 0.387
H -3.161 2.615 1.850 0.336
H -4.270 0.995 4.034 0.411
H -3.240 -0.231 3.090 -0.076
H -1.501 0.728 4.443 0.289
H -1.422 1.834 2.973 0.128
H -2.314 2.418 4.519 0.322
H -0.129 0.947 0.440 0.118
H -1.420 2.236 0.676 0.748
H 1.766 1.421 -1.629 0.412
H 3.463 3.386 -1.508 0.357
H 2.555 5.925 -1.138 0.312
H -0.116 6.437 -0.949 0.304
H -1.848 4.347 -1.066 0.358
H -2.374 -4.165 -0.386 0.429
H -2.018 -2.519 2.107 0.140
H -1.285 -3.979 1.640 0.348
H -5.691 -1.811 -0.370 0.296
H -5.187 -3.011 3.294 0.235
H -6.333 -2.168 2.076 0.247
H -4.569 -1.639 2.105 0.016